Density functional theory data (ωB97M-V/def2-TZVPD) for one molecule with the formula C3H7FN2O.

```
14
Properties=species:S:1:pos:R:3:forces:R:3
C -0.188 -0.137 2.282 -2.5 2.6 -2.4
O 0.630 -0.596 1.125 -2.2 -0.3 1.0
C 0.117 -0.267 -0.129 -0.6 2.3 3.8
C 1.139 -0.510 -1.161 0.8 2.2 -0.8
F 2.323 -0.575 -0.451 0.8 -1.3 -0.6
N -0.874 0.573 -0.218 1.1 -2.7 -2.2
N -1.052 0.760 -1.633 -2.2 1.9 -1.2
H -0.328 1.054 2.032 0.2 -3.0 1.3
H 0.195 -0.340 3.263 1.3 -0.1 -0.1
H -1.269 -0.592 2.377 2.0 0.7 -1.0
H 0.885 -1.438 -1.780 1.0 1.5 0.4
H 1.301 0.592 -1.639 -1.1 -3.0 -0.1
H -1.791 1.578 -1.756 2.0 -3.1 -0.1
H -1.088 -0.103 -2.312 -0.5 2.4 2.1
```
Positions in Å, forces in eV/Å.

As for the structure (SMILES): CO/C(CF)=N/N. The calculation puts the energy above the lowest of the compared OMol25 structures with the same formula, charge and spin at 77.7 kcal per mole. The largest force on an atom is 4.5 eV Å⁻¹. Its spin multiplicity is 1. The total energy is -10965.797 eV.